{"formula": "C23H15Br2N3O", "method": "the ωB97M-V functional and the def2-TZVPD basis", "homo_ev": -8.49, "orbital_gap_ev": 7.5, "e_lumo_ha": -0.03595, "smiles": "Cc1c(C#N)c2nc(C(=O)c3ccc(Br)cc3)cc(-c3ccc(Br)cc3)n2c1C", "largest_force_ev_per_a": 2.9, "relative_energy_kcal_mol": 1.5, "elements": ["C", "C", "C", "C", "N", "C", "N", "C", "C", "O", "C", "C", "C", "C", "Br", "C", "C", "C", "C", "C", "C", "C", "C", "Br", "C", "C", "N", "C", "C", "H", "H", "H", "H", "H", "H", "H", "H", "H", "H", "H", "H", "H", "H", "H"], "xyz": [[2.01858, -2.08011, -3.78467], [1.45528, -1.36553, -2.57681], [0.26466, -0.48892, -2.60862], [-0.52263, -0.21860, -3.77369], [-1.16197, -0.07463, -4.75042], [0.06961, -0.07908, -1.31885], [-0.95269, 0.74147, -0.86313], [-1.06714, 0.95845, 0.42290], [-2.12474, 1.85058, 0.97359], [-1.91552, 2.28277, 2.11447], [-3.35718, 2.33456, 0.26559], [-4.08087, 3.43462, 0.71763], [-5.21693, 3.95576, 0.03146], [-5.64934, 3.32653, -1.11386], [-7.13192, 4.03918, -2.09916], [-4.98702, 2.20290, -1.57501], [-3.83909, 1.72543, -0.91461], [-0.05955, 0.39935, 1.34652], [0.97079, -0.37653, 0.90148], [1.93832, -0.84803, 1.90961], [1.64557, -1.99730, 2.67166], [2.50137, -2.44669, 3.66822], [3.74823, -1.78553, 3.92106], [4.89850, -2.46207, 5.28958], [4.07081, -0.65743, 3.13153], [3.15757, -0.18512, 2.16105], [1.01711, -0.66318, -0.46507], [1.89034, -1.45580, -1.25499], [3.02410, -2.29765, -0.69337], [1.78028, -1.45998, -4.68533], [3.10275, -2.25208, -3.76286], [1.56537, -3.06572, -3.93528], [-3.80488, 3.92449, 1.65990], [-5.72916, 4.82012, 0.42741], [-5.33430, 1.67051, -2.45559], [-3.33605, 0.82125, -1.35454], [-0.10653, 0.61210, 2.40966], [0.68007, -2.52654, 2.54726], [2.23519, -3.36263, 4.25271], [5.01027, -0.11789, 3.27275], [3.45389, 0.68992, 1.58196], [3.47564, -2.92731, -1.49447], [2.60436, -2.98875, 0.03470], [3.79889, -1.60692, -0.23236]], "forces_ev_per_angstrom": [[-0.256, 0.607, -0.521], [-0.666, 0.381, 0.713], [1.837, -1.272, -0.494], [-1.350, 0.265, -1.761], [1.633, -0.292, 2.428], [-1.578, 1.085, 1.130], [0.436, -0.597, 0.254], [1.821, -1.322, -0.583], [-0.354, 1.671, 2.178], [-0.226, -0.673, -1.305], [-0.313, -0.604, -1.576], [-0.836, 0.905, 0.410], [1.275, -0.616, 0.901], [-0.088, 0.089, -0.262], [0.396, -0.263, 0.330], [0.770, -0.682, 0.066], [-0.093, -0.749, -0.551], [-0.664, 0.302, -0.469], [-1.242, 0.874, -0.385], [1.393, -0.787, 0.457], [-0.456, 0.199, 0.144], [1.175, -0.321, 0.727], [-1.353, 0.144, -1.152], [-0.333, 0.345, -0.547], [-0.536, -0.434, 0.357], [0.053, -0.699, 0.191], [0.830, -0.346, -0.459], [-0.514, 0.116, -0.653], [0.133, 0.990, -0.310], [0.276, -0.612, 0.618], [-0.266, 0.293, 0.212], [-0.134, 0.176, 0.080], [0.088, -0.239, -0.488], [0.023, 0.014, -0.007], [0.043, 0.189, 0.095], [-0.520, 1.180, 0.615], [-0.120, 0.079, -0.270], [0.731, 0.411, -0.116], [0.291, 1.035, -0.542], [-0.319, -0.262, 0.041], [-0.239, -0.181, 0.096], [-0.289, 0.725, 0.497], [0.296, 0.052, 0.320], [-0.758, -1.172, -0.409]], "nbo_charge": [-0.6508, 0.0186, -0.2556, 0.2894, -0.3211, 0.3415, -0.3755, 0.1076, 0.5906, -0.5365, -0.2226, -0.1270, -0.2548, -0.0465, 0.0591, -0.2774, -0.0769, -0.2269, 0.2036, -0.0954, -0.1809, -0.2305, -0.0772, 0.0828, -0.2352, -0.1711, -0.3243, 0.1270, -0.6477, 0.2385, 0.2248, 0.2299, 0.2363, 0.2331, 0.2347, 0.2366, 0.2483, 0.2311, 0.2372, 0.2358, 0.2284, 0.2382, 0.2295, 0.2310]}

=====

{"formula": "C23H16AsCrO5", "method": "the ωB97M-V functional and the def2-TZVPD basis", "homo_ev": [-15.01, -15.00], "orbital_gap_ev": [6.5, 5.0], "total_charge": 2, "e_lumo_ha": [-0.31390, -0.36813], "largest_force_ev_per_a": 10.1, "multiplicity": 4, "relative_energy_kcal_mol": 0.0, "elements": ["O", "C", "Cr", "O", "C", "C", "O", "C", "O", "C", "O", "H", "C", "C", "C", "C", "C", "C", "As", "C", "C", "C", "C", "C", "C", "C", "C", "C", "C", "C", "C", "H", "H", "H", "H", "H", "H", "H", "H", "H", "H", "H", "H", "H", "H", "H"], "xyz": [[-0.92360, -4.39469, -2.90672], [-1.32670, -3.32205, -3.21126], [0.75735, 0.16778, -2.66658], [2.28015, -2.22148, -1.26378], [1.69222, -1.45070, -1.91209], [1.86521, 1.56597, -2.73638], [2.44809, 2.56963, -2.69736], [-0.39149, 0.69113, -4.36598], [-0.46986, 1.37959, -5.33162], [1.35789, -0.80644, -4.39686], [1.70388, -1.33376, -5.33697], [-0.70567, -0.47409, -2.14277], [-1.34787, 4.01044, 2.01740], [-0.48341, 4.10774, 0.94268], [-0.14331, 3.00891, 0.16205], [-0.76675, 1.79777, 0.49656], [-1.63040, 1.63950, 1.58372], [-1.89187, 2.78165, 2.32038], [-0.02406, 0.17093, -0.38031], [1.56608, -0.00010, 0.87234], [2.75314, 0.68084, 0.55373], [3.81620, 0.56527, 1.47825], [3.67103, -0.18984, 2.64212], [2.46704, -0.81321, 2.89539], [1.39081, -0.71408, 2.04201], [-1.35533, -1.14171, 0.13827], [-0.94926, -2.43188, 0.46960], [-1.91963, -3.37523, 0.76003], [-3.27361, -3.10573, 0.59369], [-3.66463, -1.84896, 0.10066], [-2.70167, -0.86264, -0.15915], [-1.60744, 4.87332, 2.60582], [-0.01085, 5.03842, 0.69642], [0.64964, 3.08430, -0.61516], [-1.98314, 0.65460, 1.90462], [-2.51714, 2.64667, 3.16967], [2.88360, 1.30631, -0.36167], [4.75908, 1.07482, 1.24662], [4.51528, -0.28435, 3.31070], [2.35716, -1.40205, 3.77574], [0.43339, -1.15529, 2.25356], [0.09982, -2.69405, 0.45616], [-1.62654, -4.37009, 1.05271], [-4.03907, -3.86855, 0.74012], [-4.71698, -1.64504, -0.14999], [-2.99677, 0.09041, -0.64638]], "forces_ev_per_angstrom": [[-2.281, 5.961, -1.680], [2.307, -5.914, 1.717], [-3.952, -5.480, -1.733], [-2.824, 3.296, -3.476], [3.307, -3.643, 4.282], [5.221, 8.606, 0.386], [-1.958, -3.894, -0.337], [-0.716, 5.814, -5.238], [-0.013, -4.654, 5.709], [1.561, -1.654, -2.046], [-0.740, 1.026, 1.727], [0.503, 0.543, -0.431], [-0.058, -0.174, -0.414], [0.599, 0.210, -0.492], [-0.278, -0.454, 0.313], [0.748, -0.212, -1.108], [0.793, -0.142, -0.647], [-0.194, -0.537, 0.217], [-0.386, 0.615, 3.410], [-0.402, 0.508, -1.653], [0.254, -0.293, 0.446], [-0.193, 0.420, -0.797], [0.243, 0.410, -0.823], [0.049, -0.149, 0.463], [0.028, 0.310, -0.663], [0.061, -0.282, -1.197], [-0.305, 0.423, 0.125], [-0.301, -0.580, -0.117], [-0.198, 0.784, -0.403], [0.057, 0.162, -0.300], [-0.161, -0.034, 0.039], [0.071, 0.155, 0.089], [0.051, 0.439, 0.062], [-0.881, 0.002, 0.585], [-0.076, 0.530, -0.233], [-0.468, 0.183, 0.618], [-0.152, -0.657, 0.910], [-0.391, -0.232, 0.228], [-0.102, -0.051, 0.096], [-0.053, -0.289, 0.621], [-0.038, -0.248, 0.247], [0.031, -0.077, 0.394], [0.122, -0.143, 0.055], [0.352, 0.159, 0.150], [0.596, -0.144, 0.245], [0.168, -0.620, 0.656]], "nbo_charge": [-0.4744, 0.4916, 0.0030, -0.3213, 0.5947, 0.4920, -0.2728, 0.5889, -0.3158, 0.5811, -0.2884, 0.0747, -0.1680, -0.1641, -0.2736, -0.1605, -0.2520, -0.1703, 1.0658, -0.1660, -0.2971, -0.1703, -0.1757, -0.1573, -0.2693, -0.3696, -0.2585, -0.1268, -0.1789, -0.1837, -0.2222, 0.2500, 0.2362, 0.2071, 0.2469, 0.2394, 0.2041, 0.2424, 0.2503, 0.2396, 0.2375, 0.2231, 0.2330, 0.2505, 0.2482, 0.2369]}